(1)
C34H42ClFN5O9Tm | ωB97M-V/def2-TZVPD

Positions of all 93 atoms, in Å:
Tm -1.06 -2.54 -0.24
C -3.31 -7.49 -1.82
N -3.47 -6.09 -1.43
C -4.82 -5.63 -1.09
C -2.45 -5.25 -1.39
O -2.55 -4.06 -1.06
C -1.07 -5.78 -1.74
O -0.18 -4.70 -1.53
C 1.18 -5.06 -1.53
C 1.92 -3.88 -0.91
O 1.27 -2.89 -0.56
N 3.23 -3.97 -0.75
C 4.00 -5.15 -1.14
C 3.96 -2.90 -0.09
H -4.29 -7.94 -1.85
H -2.71 -8.03 -1.09
H -2.86 -7.58 -2.81
H -5.16 -6.15 -0.20
H -5.49 -5.85 -1.92
H -4.79 -4.56 -0.91
H -1.04 -6.12 -2.78
H -0.81 -6.62 -1.09
H 1.53 -5.25 -2.55
H 1.35 -5.96 -0.93
H 3.61 -5.59 -2.05
H 4.02 -5.89 -0.35
H 5.02 -4.84 -1.34
H 3.25 -2.24 0.41
H 4.53 -2.33 -0.82
H 4.64 -3.33 0.63
F 3.66 1.94 -1.52
C 2.36 2.23 -1.31
C 1.46 1.20 -1.34
C 0.09 1.45 -1.16
C -0.86 0.37 -1.15
O -0.49 -0.81 -1.44
C -2.19 0.71 -0.80
C -2.53 2.03 -0.65
N -1.66 3.05 -0.75
C -2.15 4.40 -0.53
C -2.05 5.38 -1.66
C -3.38 4.82 -1.26
C -0.32 2.78 -0.94
C 0.62 3.81 -0.89
C 1.98 3.56 -1.08
N 2.89 4.63 -1.01
C 4.33 4.42 -0.88
C 4.99 5.77 -0.58
N 4.03 6.60 0.22
C 2.83 7.01 -0.62
C 2.57 5.90 -1.63
C -3.26 -0.31 -0.51
O -4.42 -0.06 -0.73
O -2.78 -1.39 0.03
H 1.79 0.19 -1.52
H -3.56 2.29 -0.43
H -2.01 4.74 0.49
H -1.64 5.02 -2.60
H -1.83 6.41 -1.42
H -3.84 4.11 -1.92
H -4.07 5.45 -0.71
H 0.28 4.81 -0.66
H 4.80 4.00 -1.77
H 4.51 3.73 -0.05
H 5.20 6.35 -1.48
H 5.91 5.65 -0.01
H 4.49 7.42 0.61
H 3.69 6.04 1.01
H 3.08 7.96 -1.09
H 2.01 7.14 0.08
H 3.16 6.05 -2.54
H 1.52 5.94 -1.94
C 0.48 0.88 4.72
C -0.85 0.70 4.06
C -1.60 1.77 3.62
C -2.82 1.58 3.00
Cl -3.72 2.97 2.41
C -3.35 0.31 2.83
C -2.61 -0.78 3.28
C -1.37 -0.59 3.86
O -0.56 -1.62 4.28
C -0.75 -2.87 3.70
C -0.57 -2.85 2.20
O -0.87 -3.87 1.51
O -0.22 -1.78 1.63
H 0.73 1.93 4.80
H 1.26 0.38 4.14
H 0.50 0.44 5.71
H -1.23 2.78 3.76
H -4.31 0.17 2.36
H -3.02 -1.77 3.14
H -1.74 -3.30 3.92
H -0.01 -3.55 4.14

As for the total charge: +2. The calculation puts the max |F| at 2.1 eV/A. The calculation puts the HOMO-LUMO gap at 0.255 Ha. The multiplicity is 3. For the total energy, the calculation gives -3916.7638 Ha.

=====

(2)
CH3OPS | ωB97M-V/def2-TZVPD

Positions of all 7 atoms, in Å:
O -0.15 0.50 -0.33
C -0.03 0.75 -1.44
P 0.11 0.76 -3.07
H -1.01 1.67 -2.94
S 0.61 -1.58 2.20
H 0.36 -0.35 2.11
H 0.09 -1.76 3.47

As for the total charge: 0. The calculation puts the max |F| at 3.2 eV/A. The calculation puts the HOMO-LUMO gap at 0.354 Ha. Its relative energy (zero: lowest compared OMol25 entry of this formula, charge and spin) is 29.6 kcal per mole. Its SMILES is O=C=P.S. For the total energy, the calculation gives -854.6261 Ha.

=====

Repeat the second record exactly.
CH3OPS | ωB97M-V/def2-TZVPD

Positions of all 7 atoms, in Å:
O -0.15 0.50 -0.33
C -0.03 0.75 -1.44
P 0.11 0.76 -3.07
H -1.01 1.67 -2.94
S 0.61 -1.58 2.20
H 0.36 -0.35 2.11
H 0.09 -1.76 3.47

As for the total charge: 0. The calculation puts the max |F| at 3.2 eV/A. The calculation puts the HOMO-LUMO gap at 0.354 Ha. Its relative energy (zero: lowest compared OMol25 entry of this formula, charge and spin) is 29.6 kcal per mole. Its SMILES is O=C=P.S. For the total energy, the calculation gives -854.6261 Ha.

=====

The lowest HOMO-LUMO gap belongs to which entry? C34H42ClFN5O9Tm

=====

total energy of number 2 (CH3OPS)? -854.6261 Ha